ORCA calculation (the ωB97M-V functional and the def2-TZVPD basis) on a cluster of 2 separate species, C6H8S in total in a non-equilibrium geometry.

E_tot = -631.38634 Eh
Max |F| = 4.934 eV/A
Charge = 0
E_LUMO (alpha / beta) = 0.038 / -0.055 eV
Energy relative to the best compared isomer or geometry (same formula, charge and spin) = 128.52 kcal per mole
HOMO energy (alpha / beta) = -7.73 / -7.83 eV

```
15
Properties=species:S:1:pos:R:3:forces:R:3
C -2.424 1.255 0.730 -0.821 0.886 -0.834
C 1.544 -0.811 -1.595 -1.457 -0.098 4.713
C -1.658 0.493 -0.042 2.213 -0.858 0.907
C 1.173 0.365 -1.027 1.391 -3.074 -0.726
C 1.086 -0.461 1.490 -2.976 1.323 0.499
C 0.712 0.329 0.323 -2.816 1.622 0.491
S 1.125 1.414 1.686 0.066 -1.151 -0.509
H -3.553 1.075 0.670 1.528 0.357 0.099
H -2.133 2.250 1.240 -0.039 -2.106 -0.488
H 1.803 -1.112 -2.547 0.666 0.014 -1.875
H 1.458 -1.604 -0.777 0.213 0.383 -1.780
H -1.869 -0.373 -0.727 0.048 1.030 0.950
H 1.325 1.256 -1.520 -0.291 2.082 -0.954
H 0.262 -0.922 2.044 0.068 0.336 -0.171
H 1.946 -1.006 1.647 2.206 -0.743 -0.321
```
Positions in Å, forces in eV/Å.

Löwdin atomic charge list, values in e, 4 entries: C -0.13; C 0.05; C -0.02; C -0.22

***

ORCA calculation (the ωB97M-V functional and the def2-TZVPD basis) on a cluster of 2 separate species, C4H11O3 in total in a non-equilibrium geometry.

E_tot = -384.69027 Eh
Max |F| = 1.418 eV/A
Charge = -1
E_LUMO = 3.360 eV
Energy relative to the best compared isomer or geometry (same formula, charge and spin) = 39.75 kcal per mole
HOMO energy = -2.49 eV

```
18
Properties=species:S:1:pos:R:3:forces:R:3
C -2.226 0.929 -0.170 0.917 -0.440 -0.023
O -2.668 0.440 0.981 -0.161 0.000 0.507
C -0.654 0.786 -0.328 0.412 -0.318 -0.018
C -0.121 -0.533 -0.977 -0.995 0.902 -0.454
C 1.248 -0.958 -0.505 0.635 0.371 0.466
O 2.160 -1.577 -1.433 -0.606 -0.300 -0.038
H -2.407 2.028 -0.365 -0.162 -0.136 0.087
H -2.666 0.378 -1.041 0.030 0.226 -0.441
H -0.218 0.859 0.675 -0.263 0.250 0.105
H -0.244 1.607 -0.940 0.002 0.052 0.177
H -0.118 -0.245 -2.035 0.167 -0.742 -0.166
H -0.852 -1.325 -0.798 0.016 -0.006 -0.208
H 1.800 -0.090 -0.133 -0.202 0.238 0.303
H 1.110 -1.651 0.326 0.257 -0.115 -0.009
H 2.312 -0.917 -2.110 0.034 0.009 -0.216
H 0.465 0.137 3.343 1.112 -0.020 -0.641
H 1.636 -0.001 2.290 -0.446 0.001 -0.133
O 1.444 0.133 3.221 -0.747 0.030 0.701
```
Positions in Å, forces in eV/Å.

Löwdin atomic charge list, values in e, 4 entries: C -0.58; O -0.36; C -0.21; C -0.21

***

ORCA calculation (the ωB97M-V functional and the def2-TZVPD basis) on the molecule C3H5N3O in a non-equilibrium geometry.

E_tot = -356.76545 Eh
Max |F| = 3.505 eV/A
Charge = 0
SMILES string = OCc1nc[nH]n1
E_LUMO = 0.842 eV
Energy relative to the best compared isomer or geometry (same formula, charge and spin) = 57.68 kcal per mole
HOMO energy = -10.18 eV

```
12
Properties=species:S:1:pos:R:3:forces:R:3
O -2.217 0.965 0.554 -0.011 0.209 -0.088
C -1.708 -0.188 -0.080 0.525 -0.396 -0.093
C -0.168 -0.186 -0.123 0.092 0.270 -0.355
N 0.559 -0.561 0.970 -0.155 -0.025 0.092
C 1.810 -0.362 0.621 -0.559 -0.153 0.347
N 2.000 0.107 -0.600 -1.708 -0.171 0.098
N 0.454 0.231 -1.193 3.379 -0.067 0.928
H -2.221 1.693 -0.082 0.082 -0.166 0.146
H -2.173 -0.331 -1.070 0.470 0.033 0.209
H -1.966 -1.044 0.547 -0.107 0.148 -0.036
H 2.625 -0.580 1.313 -0.096 0.115 -0.324
H 3.005 0.256 -0.855 -1.912 0.203 -0.923
```
Positions in Å, forces in eV/Å.

Löwdin atomic charge list, values in e, 4 entries: O -0.05; C -0.20; C -0.41; N 0.09